Below is a cluster of 12 separate species, C68H171N11O24 in total at a distorted geometry, with properties calculated with ωB97M-V with the def2-TZVPD basis set.

The geometry in XYZ format:
```
274
Properties=species:S:1:pos:R:3:lowdin_charge:R:1
C 23.31392 19.77860 -8.63162 -0.229
C 24.41959 20.80281 -8.90745 -0.198
O 24.50084 21.11899 -10.30374 -0.078
O 23.78219 18.47526 -8.30186 -0.081
H 22.60046 19.61299 -9.43798 0.093
H 22.74916 20.19783 -7.78603 0.112
H 25.36938 20.30415 -8.67558 0.116
H 24.25308 21.68610 -8.29510 0.119
H 24.44077 22.06908 -10.43169 0.081
H 24.71594 18.48004 -8.07560 0.077
C 22.06628 16.90456 -10.49768 -0.124
O 20.70426 16.65709 -10.36534 -0.190
C 19.99116 17.61024 -9.60201 -0.234
C 18.53989 17.28475 -9.48530 -0.202
N 18.31423 15.99181 -8.84604 -0.070
C 16.93142 15.63504 -8.60409 -0.210
C 16.13126 15.25504 -9.84379 -0.210
O 15.08529 14.35718 -9.47673 -0.184
C 13.81107 14.89839 -9.59711 -0.149
H 22.33093 17.91016 -10.83877 0.079
H 22.50567 16.25669 -11.26860 0.070
H 22.64178 16.59442 -9.61871 0.087
H 20.18339 18.61684 -10.00451 0.096
H 20.54311 17.64610 -8.64690 0.134
H 18.13199 17.17364 -10.50618 0.113
H 18.00665 18.05951 -8.93649 0.108
H 18.93818 15.26601 -9.15537 0.110
H 16.49597 16.38564 -7.93571 0.121
H 16.93532 14.76666 -7.93560 0.120
H 16.74688 14.65997 -10.52367 0.126
H 15.78246 16.13341 -10.39428 0.116
H 13.07333 14.12224 -9.40967 0.086
H 13.57940 15.29555 -10.60404 0.085
H 13.60260 15.80268 -9.00383 0.088
C 22.16119 17.15698 -15.53010 -0.110
O 21.16726 17.98384 -14.99975 -0.199
C 20.30524 17.31960 -14.10286 -0.211
C 19.57577 18.28627 -13.20039 -0.190
N 20.46494 19.34247 -12.71637 -0.033
C 19.86216 20.66280 -12.54635 -0.197
C 20.72949 21.64495 -11.77882 -0.185
O 20.22592 22.97922 -11.75749 -0.187
C 19.87234 23.54752 -12.99205 -0.110
H 22.90351 17.79537 -16.00418 0.086
H 21.77688 16.45033 -16.28064 0.093
H 22.62653 16.53474 -14.75678 0.070
H 20.79013 16.53707 -13.50079 0.106
H 19.59004 16.73776 -14.69328 0.126
H 19.25792 17.69848 -12.32602 0.088
H 18.59291 18.63609 -13.54528 0.107
H 21.29980 19.34196 -13.28280 0.101
H 18.82247 20.59216 -12.23646 0.119
H 19.88112 21.03854 -13.58381 0.090
H 21.76140 21.75120 -12.13799 0.115
H 20.81059 21.27266 -10.75108 0.112
H 18.79110 23.71401 -13.05018 0.089
H 20.22978 22.99139 -13.85925 0.076
H 20.31674 24.54936 -13.04420 0.062
C 27.95139 26.88974 -15.73601 -0.120
O 27.41110 26.09210 -14.70368 -0.189
C 26.67775 26.86017 -13.77077 -0.235
C 25.70583 25.95687 -13.06263 -0.200
N 24.46047 25.69748 -13.78604 -0.036
C 23.87533 24.40706 -13.50853 -0.213
C 24.53372 23.14359 -14.02668 -0.198
O 24.08129 22.08710 -13.19716 -0.210
C 24.67551 20.84676 -13.47212 -0.108
H 28.35727 27.80894 -15.28417 0.087
H 27.20155 27.24053 -16.45553 0.073
H 28.78658 26.34677 -16.16942 0.090
H 26.21151 27.71621 -14.27783 0.110
H 27.34802 27.32738 -13.03258 0.125
H 25.43827 26.36722 -12.07022 0.121
H 26.27425 25.07073 -12.76990 0.118
H 23.83591 26.47971 -13.70460 0.080
H 22.90628 24.49268 -14.04028 0.102
H 23.42322 24.26920 -12.50693 0.126
H 25.60946 23.20108 -13.80654 0.122
H 24.31907 23.07191 -15.09546 0.103
H 24.79458 20.33110 -12.52012 0.071
H 25.66343 20.91461 -13.94316 0.090
H 24.04922 20.26287 -14.15721 0.081
C 17.45685 27.12292 -16.22242 -0.079
O 17.27776 25.70611 -16.40375 -0.208
C 15.91071 25.43956 -16.63952 -0.259
C 15.54869 24.11498 -17.27384 -0.208
N 15.71385 22.88991 -16.49247 -0.053
C 16.85497 22.88416 -15.58084 -0.220
C 17.24014 21.47476 -15.18174 -0.218
O 17.41945 20.78740 -16.39421 -0.210
C 17.57995 19.37823 -16.33275 -0.082
H 17.53190 27.54202 -17.22879 0.094
H 18.42472 27.18912 -15.72741 0.057
H 16.66276 27.52792 -15.59614 0.092
H 15.57387 26.20577 -17.35457 0.118
H 15.24720 25.54632 -15.76452 0.131
H 16.12635 24.02189 -18.21124 0.124
H 14.50600 24.18122 -17.59405 0.114
H 15.86622 22.09351 -17.09655 0.096
H 16.67008 23.45603 -14.66565 0.116
H 17.69784 23.36810 -16.09442 0.115
H 16.50019 21.04134 -14.49989 0.132
H 18.19902 21.55932 -14.66292 0.092
H 18.44753 19.01069 -15.78250 0.067
H 17.52998 19.04484 -17.36668 0.091
H 16.67617 18.97428 -15.85287 0.092
C 18.08993 13.34818 -17.64295 -0.109
O 16.81173 13.53351 -18.22836 -0.191
C 16.72024 12.94890 -19.50817 -0.241
C 15.32126 13.20933 -20.06609 -0.206
N 14.90685 12.18083 -21.02027 -0.057
C 13.43996 11.94680 -21.00920 -0.191
C 13.16939 10.65164 -21.72727 -0.273
O 13.59125 10.69801 -23.06380 -0.185
C 13.34971 9.47280 -23.71956 -0.111
H 18.11839 14.01508 -16.78180 0.083
H 18.85734 13.66514 -18.34406 0.071
H 18.14010 12.37887 -17.13426 0.096
H 16.96107 11.88450 -19.57793 0.125
H 17.39577 13.51774 -20.17393 0.119
H 15.24488 14.23030 -20.45332 0.121
H 14.69412 13.12901 -19.17276 0.115
H 15.13578 12.48418 -21.95784 0.100
H 12.99832 12.72684 -21.64745 0.124
H 13.01143 11.95983 -20.01389 0.119
H 12.06587 10.53839 -21.70138 0.122
H 13.50554 9.75769 -21.18751 0.127
H 12.46523 8.96641 -23.32290 0.085
H 14.23697 8.83660 -23.64121 0.088
H 13.15440 9.63069 -24.78136 0.086
C 25.65593 33.11306 -14.68072 -0.129
O 25.25364 31.78672 -14.87584 -0.182
C 24.27401 31.62591 -15.87652 -0.227
C 24.37268 30.21476 -16.41389 -0.230
N 23.76922 29.20060 -15.59556 -0.044
C 22.32111 29.16674 -15.67489 -0.204
C 21.75537 28.39694 -14.50642 -0.187
O 22.10094 27.01612 -14.64411 -0.227
C 21.43960 26.35843 -15.69499 -0.105
H 26.36155 33.43299 -15.45223 0.089
H 26.16665 33.19920 -13.71635 0.085
H 24.81290 33.79991 -14.52881 0.089
H 24.41609 32.36495 -16.67124 0.123
H 23.26264 31.73452 -15.46400 0.115
H 25.41215 29.98297 -16.67367 0.121
H 23.98005 30.16601 -17.45331 0.117
H 24.19953 28.29136 -15.57253 0.094
H 22.02581 28.73842 -16.64460 0.112
H 21.87257 30.16235 -15.69013 0.118
H 20.66126 28.52996 -14.50850 0.101
H 22.06586 28.60764 -13.48485 0.133
H 21.00805 27.08298 -16.39261 0.077
H 20.56629 25.79877 -15.32915 0.084
H 22.02967 25.66861 -16.29594 0.074
C 24.19247 26.36752 -18.60725 -0.078
O 24.86402 25.18235 -19.01098 -0.188
C 25.47178 24.58891 -17.90363 -0.247
C 26.04948 23.23134 -18.30861 -0.203
N 25.34233 22.45288 -19.32311 -0.052
C 23.86511 22.38078 -19.21318 -0.196
C 23.32972 21.84933 -17.90614 -0.205
O 21.97141 21.53640 -18.20300 -0.198
C 21.20749 21.08069 -17.11890 -0.099
H 24.81952 26.95717 -17.93814 0.079
H 23.30933 26.00709 -18.04897 0.073
H 23.70211 26.88593 -19.42821 0.093
H 24.74733 24.33846 -17.09896 0.100
H 26.18451 25.20002 -17.33405 0.110
H 26.42369 22.65896 -17.45843 0.114
H 26.97949 23.45887 -18.85313 0.115
H 25.45789 22.97911 -20.18109 0.098
H 23.49471 21.85073 -20.08874 0.123
H 23.49195 23.40467 -19.34234 0.108
H 23.34879 22.60876 -17.11763 0.100
H 23.83368 20.90078 -17.67044 0.133
H 20.17100 20.99664 -17.43735 0.084
H 21.27211 21.81061 -16.29573 0.083
H 21.54403 20.11052 -16.72870 0.076
C 25.36695 13.35649 -17.98261 -0.070
O 26.09805 14.27698 -17.15836 -0.205
C 25.48695 15.21764 -16.31523 -0.227
C 25.96085 14.96891 -14.87069 -0.196
N 25.32382 13.81710 -14.25839 -0.058
C 23.93162 13.94376 -13.90064 -0.226
C 23.21328 12.59712 -13.90123 -0.204
O 21.80621 12.78068 -13.87059 -0.199
C 21.26941 13.39018 -12.72949 -0.115
H 24.63144 12.80711 -17.39053 0.065
H 26.12792 12.64298 -18.29383 0.087
H 25.01240 13.91644 -18.85002 0.091
H 24.39655 15.10930 -16.30943 0.101
H 25.82488 16.24077 -16.51873 0.119
H 25.89344 15.90919 -14.32113 0.116
H 27.01844 14.69925 -14.93872 0.118
H 25.53310 12.98523 -14.78974 0.106
H 23.35634 14.51575 -14.65284 0.092
H 23.74138 14.48746 -12.96937 0.110
H 23.54722 11.90153 -13.12224 0.128
H 23.35244 12.10697 -14.86894 0.118
H 20.18148 13.36312 -12.78284 0.091
H 21.50618 14.45993 -12.66366 0.054
H 21.61121 12.89028 -11.81617 0.098
C 17.92888 20.83960 -9.40387 -0.112
O 17.42153 21.86723 -10.21879 -0.186
C 16.34053 22.47561 -9.55605 -0.246
C 15.75380 23.57431 -10.41664 -0.198
N 14.80865 24.34479 -9.62371 -0.070
C 14.41839 25.62344 -10.20634 -0.215
C 13.49324 26.39819 -9.30308 -0.236
O 12.21878 25.78563 -9.38213 -0.193
C 11.32923 26.31506 -8.42566 -0.119
H 17.05882 20.21845 -9.15326 0.086
H 18.50222 21.24896 -8.56655 0.103
H 18.60588 20.13704 -9.89414 0.053
H 16.58577 22.82483 -8.54962 0.118
H 15.56315 21.69662 -9.47111 0.123
H 15.21841 23.17771 -11.28706 0.126
H 16.55560 24.27182 -10.67331 0.113
H 13.95711 23.83883 -9.41353 0.114
H 13.86288 25.41461 -11.13970 0.126
H 15.27804 26.22104 -10.51900 0.107
H 13.42433 27.40655 -9.73620 0.125
H 13.86263 26.45596 -8.27603 0.123
H 10.44014 25.67741 -8.44674 0.087
H 11.06081 27.34455 -8.66581 0.089
H 11.67659 26.15580 -7.39776 0.088
C 21.37699 12.95640 -18.20220 -0.115
O 21.09842 11.99369 -19.18900 -0.212
C 21.12013 10.66619 -18.69276 -0.216
C 20.78101 9.78016 -19.87394 -0.196
N 21.73744 10.03825 -20.97225 -0.050
C 21.22413 9.56426 -22.23139 -0.220
C 20.13929 10.38984 -22.90234 -0.243
O 18.87877 10.24095 -22.28424 -0.210
C 17.85782 10.97384 -22.97839 -0.084
H 20.66671 13.00882 -17.37131 0.071
H 21.46660 13.89246 -18.74912 0.099
H 22.32972 12.70005 -17.71200 0.068
H 20.33319 10.56251 -17.93888 0.124
H 22.12259 10.47148 -18.28997 0.124
H 19.78260 10.16803 -20.12392 0.107
H 20.70849 8.70721 -19.70570 0.123
H 21.88219 11.04038 -20.91363 0.095
H 20.82986 8.55857 -22.05537 0.121
H 21.98683 9.43363 -23.00587 0.112
H 20.02563 10.06919 -23.95018 0.115
H 20.43316 11.45044 -22.96421 0.128
H 18.02902 11.00204 -24.05587 0.085
H 17.84013 11.93681 -22.46122 0.081
H 16.90067 10.47372 -22.82880 0.077
C 18.35351 25.47448 -6.11310 -0.130
O 18.90094 26.03606 -7.27432 -0.179
C 18.05399 25.84486 -8.39616 -0.215
C 18.38992 26.85824 -9.48508 -0.184
N 19.28815 26.32726 -10.49314 -0.054
C 19.59315 27.17908 -11.60150 -0.210
C 18.46510 27.60245 -12.52804 -0.210
O 17.72553 28.65722 -11.93396 -0.192
C 18.17924 29.91371 -12.31778 -0.134
H 18.25009 24.37818 -6.17051 0.085
H 17.37575 25.90302 -5.87112 0.087
H 19.05763 25.58995 -5.28778 0.085
H 17.03264 26.10245 -8.08331 0.113
H 18.07478 24.83340 -8.82077 0.117
H 18.79863 27.72907 -8.95429 0.128
H 17.46330 27.07735 -10.01883 0.095
H 19.81450 25.49874 -10.29288 0.110
H 20.29699 26.62772 -12.23829 0.103
H 20.10849 28.08689 -11.24401 0.122
H 17.73170 26.84546 -12.81672 0.129
H 18.93627 27.88348 -13.47789 0.081
H 17.76143 30.73026 -11.73262 0.088
H 17.94040 30.10781 -13.37682 0.088
H 19.27222 30.03910 -12.26706 0.083
```

Energy relative to the best compared isomer or geometry (same formula, charge and spin): 0.00 kcal/mol
Max |F|: 3.49 eV Å⁻¹
SMILES string: COCCNCCOC.COCCNCCOC.COCCNCCOC.COCCNCCOC.COCCNCCOC.COCCNCCOC.COCCNCCOC.COCCNCCOC.COCCNCCOC.COCCNCCOC.COCCNCCOC.OCCO
Gap between HOMO and LUMO: 8.517 eV
LUMO energy: 0.51 eV